(1)
The following is a DFT calculation (the ωB97M-V functional and the def2-TZVPD basis) of an isolated molecule of C8H9NO2S in a non-equilibrium geometry.

Computed properties:
* frontier orbital gap: 8.342 eV
* spin multiplicity: 1
* lowest unoccupied orbital energy: 0.13 eV
* SMILES string: CC(=O)N[C@@]12C=CC=C[C@]1(O)S2

Atoms and positions in Å:
H: -1.019 -1.687 -0.431
C: 2.456 0.025 0.865
C: 1.714 1.944 -0.303
H: 3.305 1.884 0.986
O: -2.101 1.290 -0.246
O: 0.854 -1.688 1.235
S: 1.441 -1.168 -1.517
H: 1.220 -2.556 1.384
H: 1.682 2.945 -0.735
H: -3.062 -1.622 0.496
C: 0.527 1.316 -0.778
H: -0.393 1.874 -1.078
H: 3.024 -0.470 1.581
C: 0.385 -0.093 -0.476
C: -2.076 0.089 -0.292
C: 2.695 1.308 0.420
C: -3.301 -0.770 -0.174
H: -3.720 -0.954 -1.152
H: -4.084 -0.150 0.331
C: 1.414 -0.851 0.342
N: -0.960 -0.665 -0.458

(2)
The following is a DFT calculation (the ωB97M-V functional and the def2-TZVPD basis) of a cluster of 7 separate species, C54H130N13O7P3 in total in a non-equilibrium geometry.

Computed properties:
* frontier orbital gap: 8.154 eV
* spin multiplicity: 1
* lowest unoccupied orbital energy: 0.32 eV
* SMILES string: CN(C)P(=O)(N(C)C)N(C)C.CN(C)P(=O)(N(C)C)N(C)C.CN(C)P(=O)(N(C)C)N(C)C.CC1(C)CCCC(C)(C)N1O.CC1(C)CCCC(C)(C)N1O.CC1(C)CCCC(C)(C)N1O.CC1(C)CCCC(C)(C)N1O

Atoms and positions in Å:
C: -5.847 11.828 -2.446
H: -8.777 21.956 0.316
C: -4.920 18.932 -0.250
H: -5.061 9.164 -6.571
C: 1.732 12.670 -0.185
H: -6.789 19.117 -3.268
P: -7.191 20.156 5.538
C: -2.684 14.945 2.944
H: -2.162 12.211 -5.152
H: -0.640 15.862 2.832
C: 5.172 14.447 -0.672
H: -7.366 20.080 1.475
H: -5.377 17.625 4.931
H: -1.176 13.266 3.168
C: 3.422 17.486 -1.085
H: -9.368 19.736 3.743
H: -4.268 12.019 1.349
N: -2.049 9.796 6.172
H: -6.831 12.019 -2.873
H: -3.885 18.496 5.286
H: -0.037 9.797 5.501
N: -4.900 11.405 -4.702
N: -7.040 19.974 7.244
H: -3.023 16.071 4.697
H: -1.878 16.989 2.501
H: -4.847 8.888 -3.652
C: -3.959 12.094 -6.923
N: -4.289 10.608 4.645
H: -8.211 18.451 -1.082
H: 3.211 14.585 -2.225
C: -4.951 10.980 -3.340
C: -2.468 11.168 -5.073
H: -5.215 23.115 0.070
C: -8.773 7.992 2.810
N: -5.608 19.731 5.005
H: -6.640 7.496 2.092
H: -10.488 10.117 -0.162
H: -5.075 18.875 -2.969
H: -1.032 11.206 5.043
C: -6.143 19.330 -1.103
H: 6.003 14.741 1.712
H: -6.451 12.911 0.974
H: -8.869 16.954 5.948
C: -5.981 20.554 7.998
H: -5.782 21.080 3.408
H: -7.878 8.499 0.217
H: -3.120 8.786 4.147
C: -7.349 22.837 -1.813
H: -6.021 11.564 -1.403
C: -5.424 8.836 6.987
C: -5.590 9.550 -3.206
C: -4.511 14.086 1.169
C: -4.456 10.227 8.723
H: -3.631 9.658 2.806
H: -1.122 7.915 6.449
H: -1.727 14.903 4.923
H: -9.010 19.900 1.029
O: -7.737 21.520 5.203
H: -11.641 10.000 1.334
C: -4.092 9.574 -6.286
H: -6.458 23.405 -2.081
C: -8.122 21.261 -0.208
C: -7.408 9.165 0.941
H: -3.504 12.710 -0.108
H: -5.647 21.926 1.153
N: -9.528 9.192 2.982
H: -9.527 17.893 3.616
H: 0.310 16.900 0.395
C: -8.005 19.917 0.608
H: 4.324 17.594 -0.483
C: -9.637 10.236 1.942
H: -5.991 20.050 8.965
H: -5.447 10.399 9.145
H: 4.326 14.706 2.522
C: 2.255 14.062 -2.187
H: 1.456 18.259 0.600
O: -5.147 21.185 -2.164
H: -6.742 9.032 2.855
H: -6.142 17.621 -2.450
H: -3.625 15.413 -0.232
H: -2.596 8.010 7.416
H: -9.604 11.401 3.612
C: -2.178 12.749 1.497
H: -6.808 23.273 1.011
C: -3.491 11.012 -2.696
H: -6.598 14.619 1.494
H: -8.141 18.739 3.042
C: -8.897 18.757 3.827
H: -7.682 22.327 -2.718
H: -6.308 12.442 -4.958
C: -7.293 8.362 2.195
H: -4.989 18.438 6.542
H: -9.142 6.661 0.971
O: -6.094 11.561 -5.274
N: -4.107 14.849 2.354
H: -6.180 21.622 8.086
H: -9.396 5.861 2.329
H: -8.670 20.949 -1.098
C: -2.254 10.605 -3.681
H: 0.594 17.865 -0.992
H: -10.687 8.806 0.655
H: 5.216 15.218 -1.441
H: -1.593 15.685 1.279
H: -9.372 7.099 4.657
C: -10.656 9.871 0.887
H: -8.413 10.812 0.214
C: -3.672 12.845 0.961
H: -5.171 18.763 0.797
H: -6.534 9.714 -3.726
H: -4.109 13.088 -6.501
C: -7.982 17.480 5.593
O: 1.882 15.164 1.726
P: -3.497 10.851 6.189
H: -6.111 13.478 2.656
H: 1.372 12.691 0.843
H: -11.100 11.678 2.619
C: -2.705 15.054 4.466
H: -5.700 9.474 -2.125
H: -3.383 9.489 -7.110
C: -2.203 13.478 2.873
H: -2.894 12.833 3.417
H: 6.127 14.032 -0.349
C: -5.079 20.333 3.775
N: 2.399 16.714 -0.389
N: -6.188 20.783 -1.436
H: -1.320 10.912 -3.212
H: -6.382 8.973 6.485
H: -3.760 8.951 -5.456
H: -3.770 11.046 8.939
H: -2.177 9.518 -3.718
C: -3.870 11.075 -5.713
H: -5.472 8.095 7.785
H: -3.061 11.887 -7.503
C: -1.608 15.946 2.337
H: -3.280 14.363 5.083
N: 2.137 14.018 -0.718
H: 3.647 16.933 -1.997
P: 2.640 15.253 0.403
C: -8.457 7.539 4.261
H: -4.614 14.345 -0.996
C: 1.081 17.500 -0.088
H: -4.238 18.218 -0.712
H: -3.426 10.494 -1.739
O: -10.720 9.023 3.787
H: -4.929 8.110 6.342
N: -4.546 10.027 7.277
H: -7.499 16.944 4.776
H: -4.801 8.764 3.681
C: -3.944 9.422 3.823
C: -5.429 11.400 4.298
H: -1.951 11.696 1.658
H: -9.069 19.269 7.544
H: -4.978 20.584 7.575
H: -8.194 23.499 -1.620
H: -7.267 17.491 6.416
H: -4.320 19.823 -0.068
C: -9.501 6.887 1.975
H: 5.153 16.213 1.839
H: -8.060 18.461 8.498
O: -4.698 16.082 2.555
H: -9.632 12.431 2.090
H: 2.297 13.058 -2.608
H: -4.964 19.690 2.903
H: -3.404 12.089 -2.555
H: 1.366 14.570 -2.562
H: -4.114 20.798 3.977
C: 4.989 15.138 1.772
H: -6.484 9.482 0.458
C: -1.022 10.123 5.167
H: 2.624 12.051 -0.082
H: -5.219 12.465 4.207
H: -7.686 6.777 4.370
N: 4.279 14.921 0.440
C: -2.112 8.368 6.508
H: -1.190 9.753 4.155
H: -7.188 18.018 0.313
H: -8.277 20.201 8.845
O: -3.166 12.212 6.532
H: 3.115 18.503 -1.329
H: -4.840 11.835 -7.510
C: -6.110 22.636 0.468
H: 1.081 12.144 -0.884
H: -1.394 13.080 0.815
H: -10.589 6.856 2.032
H: -8.217 8.400 4.885
C: -8.130 19.457 8.062
H: -5.508 12.851 -2.277
H: -5.205 15.812 -0.022
H: -1.807 10.548 -5.679
H: -6.226 11.146 4.997
C: -6.021 13.700 1.593
H: -4.358 16.712 1.916
H: -5.660 21.167 -2.976
H: -5.571 11.288 3.224
C: -4.583 14.918 -0.069
C: -6.071 18.703 -2.560
C: -8.234 10.413 1.213
H: 4.716 13.669 -1.284
H: -7.589 11.080 1.785
N: -8.221 18.800 5.117
H: -2.538 7.906 5.618
H: -10.622 9.564 4.574
H: -4.136 9.255 9.098
C: -6.852 21.860 -0.721
C: -7.440 18.804 -0.398
C: -10.017 11.558 2.616
C: -4.962 18.487 5.453